Record 1
Molecular formula: C2H4ClNO3
Method: DFT, the ωB97M-V functional and the def2-TZVPD basis

Computed properties:
SMILES: CON(O)C(=O)Cl
LUMO level in eV: 0.67
Relative energy (zero: lowest compared OMol25 entry of this formula, charge and spin) in kcal/mol: 114.2
E in eV: -22289.614
HOMO energy in hartree: -0.3394
Kohn-Sham gap in eV: 9.905

Last columns: bonded neighbours and bond lengths (Å).
Element x y z (Å)
1 C -0.15222 0.63774 1.40314  O2 1.480, H8 1.118, H9 0.990, H10 1.024
2 O -0.70844 0.85883 0.04978  C1 1.480, N3 1.339
3 N -0.32888 -0.00691 -0.89888  O2 1.339, O4 1.389, C5 1.511
4 O -0.98576 -1.23031 -0.85615  N3 1.389, H11 0.931
5 C 1.12449 -0.16014 -1.28344  N3 1.511, O6 1.178, Cl7 1.706
6 O 1.97460 0.57519 -0.93010  C5 1.178
7 Cl 1.24363 -1.48595 -2.34978  C5 1.706
8 H -0.67613 1.36136 2.07555  C1 1.118
9 H 0.83603 0.68807 1.40173  C1 0.990
10 H -0.55761 -0.21971 1.79014  C1 1.024
11 H -1.76971 -1.01816 -0.40200  O4 0.931

Record 2
Molecular formula: C31H54O24PSi
Method: DFT, the ωB97M-V functional and the def2-TZVPD basis

Computed properties:
LUMO level in eV: 1.52
Net charge: -1
E in eV: -99327.940
HOMO energy in hartree: -0.0962
Kohn-Sham gap in eV: 4.142

Last columns: bonded neighbours and bond lengths (Å).
Element x y z (Å)
1 C 0.77195 -3.51368 -4.73005  C2 1.542, H10 1.089, H11 1.086, H12 1.083
2 C -0.24413 -2.46971 -4.22531  C1 1.542, C3 1.527, H13 1.089, H14 1.092
3 C -0.10434 -1.16537 -5.00692  C2 1.527, C4 1.527, P5 1.936, H15 1.090
4 C -1.45480 -0.48525 -5.21987  C3 1.527, H16 1.093, H17 1.089, H18 1.090
5 P 1.31626 -0.01036 -4.37697  C3 1.936, Si6 2.284, H19 1.497, H20 1.479, H21 1.502, H22 1.495
6 Si 0.08806 1.02897 -2.75617  P5 2.284, C7 1.916, C8 1.909, C9 1.919
7 C 1.34959 1.84662 -1.56843  Si6 1.916, H23 1.081, H24 1.090, H25 1.088
8 C -0.98310 -0.08224 -1.63247  Si6 1.909, H26 1.092, H27 1.087, H28 1.086
9 C -0.98715 2.49307 -3.37434  Si6 1.919, H29 1.090, H30 1.087, H31 1.084
10 H 0.31243 -4.48795 -4.89015  C1 1.089
11 H 1.56729 -3.64101 -4.00129  C1 1.086
12 H 1.25112 -3.17931 -5.64245  C1 1.083
13 H -0.04741 -2.32066 -3.16467  C2 1.089
14 H -1.24843 -2.87887 -4.35758  C2 1.092
15 H 0.21118 -1.47505 -6.00376  C3 1.090
16 H -1.94264 -1.00534 -6.04863  C4 1.093
17 H -1.34302 0.54539 -5.55450  C4 1.089
18 H -2.13685 -0.57301 -4.37456  C4 1.090
19 H 0.92198 0.98655 -5.42210  P5 1.497
20 H 2.44721 0.84784 -3.96075  P5 1.479
21 H 1.72592 -1.04838 -3.37234  P5 1.502
22 H 2.23683 -0.65724 -5.36209  P5 1.495
23 H 1.42068 2.91459 -1.72009  C7 1.081
24 H 1.08268 1.61144 -0.53798  C7 1.090
25 H 2.30767 1.36693 -1.75993  C7 1.088
26 H -1.69300 0.55793 -1.10414  C8 1.092
27 H -0.35123 -0.56014 -0.88809  C8 1.087
28 H -1.57360 -0.83064 -2.15264  C8 1.086
29 H -1.29705 3.04153 -2.48422  C9 1.090
30 H -1.90936 2.14508 -3.83276  C9 1.087
31 H -0.42509 3.12859 -4.04863  C9 1.084
32 C 2.81680 3.45698 3.04851  C33 1.511, O37 1.432, H38 1.087, H39 1.086
33 C 1.63720 2.58762 2.67970  C32 1.511, O34 1.430, H40 1.092, H41 1.087
34 O 1.06320 3.30871 1.58572  C33 1.430, C35 1.356
35 C 2.03149 4.07504 1.02578  O34 1.356, O36 1.185, O37 1.359
36 O 1.92411 4.66839 0.00558  C35 1.185
37 O 3.14642 4.08264 1.80310  C32 1.432, C35 1.359
38 H 3.66115 2.88635 3.42578  C32 1.087
39 H 2.55538 4.22890 3.76598  C32 1.086
40 H 1.93596 1.59656 2.33311  C33 1.092
41 H 0.91853 2.48160 3.48791  C33 1.087
42 C -0.55100 5.63859 4.07860  C43 1.514, O47 1.434, H48 1.087, H49 1.091
43 C -1.01269 6.45569 5.26721  C42 1.514, O44 1.434, H50 1.091, H51 1.086
44 O -0.63801 5.62716 6.37642  C43 1.434, C45 1.352
45 C 0.36775 4.81722 5.97485  O44 1.352, O46 1.189, O47 1.353
46 O 1.01651 4.12031 6.68744  C45 1.189
47 O 0.54409 4.89847 4.63538  C42 1.434, C45 1.353
48 H -0.21578 6.24396 3.24081  C42 1.087
49 H -1.30769 4.93512 3.72928  C42 1.091
50 H -0.48671 7.40825 5.34979  C43 1.091
51 H -2.08386 6.63722 5.27284  C43 1.086
52 C -2.32012 -6.48648 -6.64229  C53 1.512, O57 1.436, H58 1.086, H59 1.091
53 C -0.92956 -7.07779 -6.70109  C52 1.512, O54 1.438, H60 1.088, H61 1.084
54 O -1.13366 -8.38279 -6.13297  C53 1.438, C55 1.351
55 C -2.43289 -8.71593 -6.29149  O54 1.351, O56 1.191, O57 1.355
56 O -2.88774 -9.79625 -6.08102  C55 1.191
57 O -3.15299 -7.65337 -6.72526  C52 1.436, C55 1.355
58 H -2.53226 -5.80573 -7.46205  C52 1.086
59 H -2.51896 -5.97765 -5.69789  C52 1.091
60 H -0.56327 -7.19483 -7.71939  C53 1.088
61 H -0.20084 -6.51547 -6.12772  C53 1.084
62 C 0.17995 0.83721 8.77871  C63 1.507, O67 1.439, H68 1.087, H69 1.092
63 C -0.22602 1.20453 7.37480  C62 1.507, O64 1.443, H70 1.089, H71 1.081
64 O -1.42127 0.41821 7.18515  C63 1.443, C65 1.347
65 C -1.94366 0.14599 8.39642  O64 1.347, O66 1.190, O67 1.359
66 O -3.01260 -0.34164 8.58822  C65 1.190
67 O -1.08159 0.50286 9.38491  C62 1.439, C65 1.359
68 H 0.65987 1.65421 9.31146  C62 1.087
69 H 0.82959 -0.03992 8.80956  C62 1.092
70 H -0.48172 2.25879 7.27872  C63 1.089
71 H 0.52543 0.95293 6.64017  C63 1.081
72 C -0.02715 0.70221 13.88551  C73 1.513, O77 1.432, H78 1.087, H79 1.092
73 C 0.07949 1.03769 12.41449  C72 1.513, O74 1.433, H80 1.091, H81 1.086
74 O 1.06379 2.07906 12.41119  C73 1.433, C75 1.355
75 C 1.82072 1.95215 13.52835  O74 1.355, O76 1.187, O77 1.357
76 O 2.82116 2.55520 13.74142  C75 1.187
77 O 1.27633 1.03914 14.37220  C72 1.432, C75 1.357
78 H -0.24519 -0.34599 14.07167  C72 1.087
79 H -0.76546 1.31818 14.40220  C72 1.092
80 H 0.44944 0.20066 11.82071  C73 1.091
81 H -0.85404 1.38875 11.98441  C73 1.086
82 C 5.44688 1.11209 4.96311  C83 1.514, O87 1.433, H88 1.086, H89 1.092
83 C 5.87242 1.01688 6.41263  C82 1.514, O84 1.432, H90 1.091, H91 1.086
84 O 4.68634 1.42277 7.10571  C83 1.432, C85 1.350
85 C 3.62872 1.19835 6.29705  O84 1.350, O86 1.191, O87 1.352
86 O 2.48932 1.27213 6.63544  C85 1.191
87 O 4.03573 0.87742 5.04785  C82 1.433, C85 1.352
88 H 5.91838 0.37081 4.32404  C82 1.086
89 H 5.61376 2.10553 4.54266  C82 1.092
90 H 6.12015 -0.00337 6.70986  C83 1.091
91 H 6.70200 1.67290 6.66137  C83 1.086
92 C -0.12583 -3.84296 -10.35789  C93 1.513, O97 1.432, H98 1.087, H99 1.092
93 C -0.47180 -3.05420 -9.11407  C92 1.513, O94 1.433, H100 1.091, H101 1.087
94 O -0.12682 -3.97477 -8.07104  C93 1.433, C95 1.350
95 C 0.79500 -4.83676 -8.55134  O94 1.350, O96 1.189, O97 1.358
96 O 1.40260 -5.61851 -7.89212  C95 1.189
97 O 0.91957 -4.70641 -9.89700  C92 1.432, C95 1.358
98 H 0.22665 -3.22241 -11.17766  C92 1.087
99 H -0.95867 -4.45800 -10.70619  C92 1.092
100 H 0.13363 -2.15427 -8.99740  C93 1.091
101 H -1.52322 -2.78456 -9.05233  C93 1.087
102 C -5.20173 0.12275 -6.43209  C103 1.513, O107 1.429, H108 1.087, H109 1.091
103 C -5.59894 0.64297 -7.79653  C102 1.513, O104 1.430, H110 1.092, H111 1.087
104 O -4.63858 0.01822 -8.65212  C103 1.430, C105 1.357
105 C -4.17866 -1.09520 -8.02828  O104 1.357, O106 1.190, O107 1.351
106 O -3.49279 -1.91900 -8.54495  C105 1.190
107 O -4.61197 -1.13998 -6.74918  C102 1.429, C105 1.351
108 H -6.04578 -0.00992 -5.76021  C102 1.087
109 H -4.44951 0.74597 -5.94528  C102 1.091
110 H -6.59844 0.31767 -8.09350  C103 1.092
111 H -5.53571 1.72485 -7.87954  C103 1.087

Copy entry 1 word for word.
Molecular formula: C2H4ClNO3
Method: DFT, the ωB97M-V functional and the def2-TZVPD basis

Computed properties:
SMILES: CON(O)C(=O)Cl
LUMO level in eV: 0.67
Relative energy (zero: lowest compared OMol25 entry of this formula, charge and spin) in kcal/mol: 114.2
E in eV: -22289.614
HOMO energy in hartree: -0.3394
Kohn-Sham gap in eV: 9.905

Last columns: bonded neighbours and bond lengths (Å).
Element x y z (Å)
1 C -0.15222 0.63774 1.40314  O2 1.480, H8 1.118, H9 0.990, H10 1.024
2 O -0.70844 0.85883 0.04978  C1 1.480, N3 1.339
3 N -0.32888 -0.00691 -0.89888  O2 1.339, O4 1.389, C5 1.511
4 O -0.98576 -1.23031 -0.85615  N3 1.389, H11 0.931
5 C 1.12449 -0.16014 -1.28344  N3 1.511, O6 1.178, Cl7 1.706
6 O 1.97460 0.57519 -0.93010  C5 1.178
7 Cl 1.24363 -1.48595 -2.34978  C5 1.706
8 H -0.67613 1.36136 2.07555  C1 1.118
9 H 0.83603 0.68807 1.40173  C1 0.990
10 H -0.55761 -0.21971 1.79014  C1 1.024
11 H -1.76971 -1.01816 -0.40200  O4 0.931

Question: Look up the HOMO energy of the second one.
Answer: -0.0962 hartree